(1)
DFT (ωB97M-V/def2-TZVPD) results for a molecular structure, C27H24ClF10N4S2V.

Cartesian coordinates (Å):
V: 0.0387 0.1527 -1.2919
Cl: 3.5391 -2.7949 -4.6113
S: 2.1527 1.0678 -1.1610
S: 0.3028 4.0696 -1.4641
F: -0.1032 -1.9951 1.5748
F: -3.0861 -4.1107 -3.4515
F: 1.3008 -4.1104 5.5560
F: -4.8396 -5.0651 -1.5753
F: 0.3608 -4.2013 2.9578
F: -5.0847 -3.7044 0.7844
F: -3.6720 -1.5705 1.3044
F: -1.7080 -1.9079 -3.0358
F: 1.3900 0.5976 5.3251
F: 1.7681 -1.6215 6.6486
N: -1.8666 -0.4202 -0.7194
N: 0.3418 0.4849 2.5159
N: 0.8783 -1.6295 -1.9472
N: -1.4319 2.4637 1.5333
C: 1.0646 -0.5578 4.6739
C: -2.4849 3.3878 1.8476
C: 2.7409 5.1319 -2.0424
C: -3.2324 -3.4647 -2.2841
C: 2.0245 3.8497 -1.6554
C: 2.3740 -2.8235 -3.3226
C: 0.3752 -1.8535 2.8351
C: 1.1165 -3.9779 -1.6704
C: -4.1242 -3.9474 -1.3426
C: -2.6046 -1.5508 -0.8555
C: 0.5836 -0.5179 3.3164
C: 2.7563 2.7261 -1.5146
C: -2.5162 -2.3110 -2.0474
C: -3.5081 -2.1052 0.0833
C: 1.7834 -1.6367 -2.9290
C: 0.4062 1.8299 3.0454
C: -0.0949 2.8149 1.9947
C: -1.5425 1.8617 0.2171
C: 4.2611 2.6835 -1.6729
C: 1.0697 -2.9717 4.8496
C: -0.4478 0.8783 -3.1609
C: -4.2490 -3.2491 -0.1591
C: 0.6055 -3.0039 3.5401
C: 1.2920 -1.7159 5.3871
C: -2.2775 0.5168 0.3466
C: 0.5412 -2.7621 -1.3329
C: 2.0495 -4.0093 -2.6892
H: -0.1940 -2.6879 -0.5456
H: 4.5786 2.7435 -2.7213
H: 4.7530 3.5000 -1.1363
H: 2.5612 5.8898 -1.2765
H: -0.1995 1.9446 3.9585
H: 0.8277 -4.8682 -1.1307
H: -0.1048 3.8352 2.3979
H: -3.4602 2.9359 1.6448
H: 4.6536 1.7501 -1.2739
H: -2.4634 3.6368 2.9118
H: 2.0372 -0.6837 -3.3698
H: -3.3620 0.6802 0.3168
H: -1.9833 2.5203 -0.5410
H: 2.5258 -4.9317 -2.9934
H: -0.4282 1.9653 -3.0638
H: -2.0097 0.1360 1.3320
H: -1.4458 0.5253 -3.4217
H: 0.2574 0.5849 -3.9442
H: 0.5934 2.8319 1.1465
H: 2.2926 5.5137 -2.9624
H: 3.8169 5.0309 -2.1969
H: 1.4339 2.1272 3.3092
H: -0.4927 1.7595 -0.1152
H: -2.4308 4.3333 1.2747

The maximum force is 1.41 eV/Å. As for the energy above the lowest of the compared OMol25 structures with the same formula, charge and spin: 38.3 kcal/mol. Its total charge is -2. As for the total energy: -4461.43274 Ha. The expectation value of S² is 2.044. The spin multiplicity is 3.

(2)
DFT (ωB97M-V/def2-TZVPD) results for 5 unconnected molecules or ions with the total composition C27H24NO9S2.

Cartesian coordinates (Å):
S: -1.3008 5.5771 -1.5391
S: 0.6326 3.5082 -1.8255
O: -4.4133 2.8370 -2.6936
O: 2.0727 1.0110 -0.6004
O: -0.0215 -3.3022 -3.3438
O: 1.9097 -8.1971 -3.9596
O: -3.3109 -4.3325 -3.3184
O: 1.4076 -1.1148 4.2063
O: -3.2221 0.1150 -0.4473
O: 1.5039 3.6058 4.2292
O: 5.0995 3.1624 8.0953
N: -1.1127 3.8234 -1.4712
C: -1.9134 3.0437 -2.4787
C: 1.4666 -7.0787 -3.8188
C: -4.2372 3.5864 -1.3856
C: 2.3650 -5.8989 -3.7517
C: 1.9200 0.5211 0.5098
C: -2.7982 -3.3125 -1.2621
C: -3.7384 -0.9100 -2.5021
C: -0.4755 -5.6029 -3.5552
C: 0.4226 -4.4274 -3.4877
C: -3.2928 -3.3159 -2.6599
C: 3.5884 4.5492 6.9439
C: 2.6843 4.6592 5.9734
C: -3.7622 -2.0276 -3.2235
C: 0.0083 -6.8340 -3.7076
C: -3.3315 3.7274 -2.6484
C: 4.2788 3.2634 7.2118
C: 3.0194 2.2178 5.3854
C: 2.3308 3.5034 5.1194
C: 1.8800 -4.6691 -3.5987
C: 1.5591 -0.6314 3.1070
C: -3.2432 -0.9093 -1.1072
C: -2.7752 -2.1943 -0.5423
C: 1.9551 -1.4638 1.9438
C: 2.1232 -0.9257 0.7376
C: 3.9234 2.1051 6.3548
C: 1.5256 1.3532 1.6657
C: 1.3566 0.8200 2.8718
H: 2.1702 5.5887 5.7641
H: -0.6322 -7.7054 -3.7581
H: -1.5365 -5.3986 -3.4728
H: -3.3907 4.6722 -3.2106
H: 2.7474 1.3851 4.7522
H: 1.0670 1.4125 3.7261
H: -4.0766 0.0418 -2.8959
H: 0.9068 2.2248 -1.3897
H: -1.2811 3.4734 -0.5214
H: -0.3121 5.9404 -2.4013
H: 3.4263 -6.0966 -3.8340
H: -2.4601 -4.2622 -0.8670
H: -4.1252 2.6849 -0.7696
H: -2.1712 2.0513 -2.0753
H: 1.3829 2.4111 1.4784
H: 2.5198 -3.7968 -3.5480
H: 3.8607 5.3829 7.5783
H: 2.4123 -1.5140 -0.1241
H: -5.1287 4.2111 -1.3122
H: -2.4170 -2.1705 0.4793
H: -1.4611 3.0173 -3.4748
H: 4.4366 1.1749 6.5632
H: -4.1202 -2.0502 -4.2448
H: 2.0982 -2.5204 2.1315

The maximum force is 3.61 eV/Å. As for the energy above the lowest of the compared OMol25 structures with the same formula, charge and spin: 14.9 kcal/mol. Its total charge is +1. As for the total energy: -2571.03044 Ha. The spin multiplicity is 1.

(3)
DFT (ωB97M-V/def2-TZVPD) results for a molecular structure, C27H25AsN3O8PtS2.

Cartesian coordinates (Å):
Pt: 0.1455 -0.8079 0.4791
As: -0.1631 -3.0655 2.5084
S: -2.4248 -0.1577 1.9707
S: 2.5438 2.2743 -4.4474
O: 2.1342 -1.3920 0.7305
O: -1.8372 -0.5530 0.6272
O: -0.2501 -2.7407 0.8386
O: -2.7722 1.2465 1.9222
O: 1.5732 -3.3776 2.6980
O: -3.4440 -1.0852 2.3635
O: 4.2433 -3.2277 -0.4887
O: -1.0252 -4.2794 3.1415
N: 3.0364 -1.4423 -2.2155
N: 0.1755 1.2411 0.0926
N: 1.2618 0.5930 -2.5884
C: 2.3803 -2.6237 -1.7699
C: 5.1598 0.5037 -0.0180
C: 0.7116 -0.1447 5.3260
C: 1.3109 2.0758 0.4202
C: 1.8472 1.9915 1.6963
C: -0.9903 0.8876 3.9948
C: 0.4273 -4.0100 -1.9107
C: 5.7160 0.6022 1.2302
C: 3.4384 3.7028 1.1261
C: 1.7863 1.2762 -3.3811
C: 2.9019 3.7735 -0.1513
C: 0.5964 -1.2932 4.5530
C: 3.2802 -0.8004 0.8536
C: -1.1143 -0.2599 3.2212
C: 3.8952 -0.7152 2.1269
C: 1.1151 -2.8691 -2.2802
C: 1.8276 2.9698 -0.5045
C: 2.2878 -4.6713 -0.5277
C: 3.6687 -0.4753 -1.6119
C: 2.9873 -3.5304 -0.9020
C: 1.0162 -4.9006 -1.0281
C: 3.9941 -0.2607 -0.2462
C: -0.0790 0.9513 5.0405
C: 5.0805 -0.0474 2.3008
C: 4.7976 -4.0240 0.5460
C: 2.9047 2.8148 2.0496
C: -0.3027 -1.3729 3.4943
H: 1.4165 3.0216 -1.5035
H: 0.6596 -2.1191 -2.9160
H: 5.7478 -3.5612 0.7997
H: 1.9683 -2.7909 2.0217
H: 5.5140 0.0102 3.2930
H: 2.7125 -5.3621 0.1852
H: 2.8276 -1.2248 -3.1815
H: 1.4245 -0.1134 6.1408
H: 6.6216 1.1713 1.3885
H: 0.0059 1.8604 5.6223
H: 0.0189 1.2567 -0.9178
H: 4.2774 4.3308 1.3992
H: 3.3736 -1.1693 2.9618
H: 0.4701 -5.7722 -0.6930
H: 4.1487 -4.0366 1.4251
H: 3.3181 4.4504 -0.8862
H: -1.6195 1.7341 3.7618
H: -0.6574 1.6046 0.5586
H: 1.4322 1.2787 2.4009
H: 1.2333 -2.1433 4.7591
H: 5.6334 0.9828 -0.8678
H: 3.3249 2.7445 3.0449
H: -0.5795 -4.1742 -2.2674
H: 4.0409 0.2718 -2.3081
H: 4.9679 -5.0490 0.2064

The maximum force is 0.43 eV/Å. As for the energy above the lowest of the compared OMol25 structures with the same formula, charge and spin: 0.0 kcal/mol. Its total charge is -1. As for the total energy: -4961.64517 Ha. The spin multiplicity is 1.

(4)
DFT (ωB97M-V/def2-TZVPD) results for a molecular structure, C27H25Br3F4N4OSn.

Cartesian coordinates (Å):
Sn: -0.2868 0.0547 0.2451
Br: -2.4403 7.2086 0.9870
Br: -0.6409 -1.7630 2.9094
Br: -2.9165 3.2909 -3.0230
F: 1.5494 -4.1984 -2.8836
F: 3.8648 -3.9233 -4.0961
F: 1.8461 0.2918 -1.3720
F: 4.2059 0.5183 -2.6009
O: -1.5296 1.6376 -0.9345
N: 0.4040 -1.9292 -1.4099
N: 1.6823 -0.5949 2.0208
N: -2.1452 -1.2125 -0.8620
N: -0.5269 2.3063 1.4898
C: 3.8647 -0.7022 3.0181
C: 3.5516 -0.6353 -2.6863
C: -2.0695 5.4767 0.3821
C: -1.6569 2.8275 -0.5420
C: -0.8829 4.8621 2.5115
C: -0.2524 3.8904 3.2495
C: -1.7825 -2.6071 -0.6557
C: 1.2186 -1.3414 3.0080
C: -0.0885 2.6194 2.6974
C: 3.3323 -1.4760 4.0475
C: 3.3755 -2.8858 -3.4379
C: 2.1544 -3.0241 -2.8044
C: -4.5430 -1.0648 -0.0958
C: -1.3688 4.5525 1.2287
C: -1.1636 3.2429 0.7631
C: 1.5635 -1.9510 -2.0725
C: -2.5083 5.1088 -0.8785
C: 4.0906 -1.6992 -3.4003
C: -2.9953 -1.5473 -3.2355
C: 2.3456 -0.7661 -2.0542
C: 2.9825 -0.2834 2.0289
C: -3.0843 -0.6381 0.0956
C: -0.5052 -3.0292 -1.3943
C: -2.1991 -0.7088 -2.2315
C: 1.9859 -1.8098 4.0521
C: 5.3200 -0.3514 2.9652
C: -2.3089 3.8213 -1.3385
H: -3.9941 -1.7666 -2.8579
H: 5.0381 -1.6043 -3.9120
H: 1.5521 -2.4105 4.8385
H: -2.5749 -3.3022 -0.9676
H: -4.9459 -0.6656 -1.0258
H: -2.5153 -2.4935 -3.4797
H: 5.4722 0.6767 2.6395
H: -3.0234 5.8210 -1.5081
H: 3.9695 -1.8226 4.8509
H: -2.7589 -0.9208 1.1030
H: -3.0955 -0.9830 -4.1622
H: -0.7168 -3.3947 -2.4000
H: -1.0074 5.8591 2.9108
H: -5.1470 -0.6738 0.7236
H: -1.6366 -2.7484 0.4187
H: -2.6070 0.3016 -2.1995
H: -1.1659 -0.6281 -2.5955
H: 3.3151 0.3326 1.1996
H: 5.7921 -0.4922 3.9345
H: -0.0895 -3.8884 -0.8542
H: -3.0264 0.4506 0.0035
H: 0.1151 4.0994 4.2438
H: 5.8309 -0.9981 2.2488
H: 0.4148 1.8345 3.2504
H: -4.6377 -2.1506 -0.0935

The maximum force is 1.47 eV/Å. As for the energy above the lowest of the compared OMol25 structures with the same formula, charge and spin: 6.1 kcal/mol. Its total charge is +2. As for the total energy: -9673.36972 Ha. The spin multiplicity is 1.

Copy entry 4 word for word.
DFT (ωB97M-V/def2-TZVPD) results for a molecular structure, C27H25Br3F4N4OSn.

Cartesian coordinates (Å):
Sn: -0.2868 0.0547 0.2451
Br: -2.4403 7.2086 0.9870
Br: -0.6409 -1.7630 2.9094
Br: -2.9165 3.2909 -3.0230
F: 1.5494 -4.1984 -2.8836
F: 3.8648 -3.9233 -4.0961
F: 1.8461 0.2918 -1.3720
F: 4.2059 0.5183 -2.6009
O: -1.5296 1.6376 -0.9345
N: 0.4040 -1.9292 -1.4099
N: 1.6823 -0.5949 2.0208
N: -2.1452 -1.2125 -0.8620
N: -0.5269 2.3063 1.4898
C: 3.8647 -0.7022 3.0181
C: 3.5516 -0.6353 -2.6863
C: -2.0695 5.4767 0.3821
C: -1.6569 2.8275 -0.5420
C: -0.8829 4.8621 2.5115
C: -0.2524 3.8904 3.2495
C: -1.7825 -2.6071 -0.6557
C: 1.2186 -1.3414 3.0080
C: -0.0885 2.6194 2.6974
C: 3.3323 -1.4760 4.0475
C: 3.3755 -2.8858 -3.4379
C: 2.1544 -3.0241 -2.8044
C: -4.5430 -1.0648 -0.0958
C: -1.3688 4.5525 1.2287
C: -1.1636 3.2429 0.7631
C: 1.5635 -1.9510 -2.0725
C: -2.5083 5.1088 -0.8785
C: 4.0906 -1.6992 -3.4003
C: -2.9953 -1.5473 -3.2355
C: 2.3456 -0.7661 -2.0542
C: 2.9825 -0.2834 2.0289
C: -3.0843 -0.6381 0.0956
C: -0.5052 -3.0292 -1.3943
C: -2.1991 -0.7088 -2.2315
C: 1.9859 -1.8098 4.0521
C: 5.3200 -0.3514 2.9652
C: -2.3089 3.8213 -1.3385
H: -3.9941 -1.7666 -2.8579
H: 5.0381 -1.6043 -3.9120
H: 1.5521 -2.4105 4.8385
H: -2.5749 -3.3022 -0.9676
H: -4.9459 -0.6656 -1.0258
H: -2.5153 -2.4935 -3.4797
H: 5.4722 0.6767 2.6395
H: -3.0234 5.8210 -1.5081
H: 3.9695 -1.8226 4.8509
H: -2.7589 -0.9208 1.1030
H: -3.0955 -0.9830 -4.1622
H: -0.7168 -3.3947 -2.4000
H: -1.0074 5.8591 2.9108
H: -5.1470 -0.6738 0.7236
H: -1.6366 -2.7484 0.4187
H: -2.6070 0.3016 -2.1995
H: -1.1659 -0.6281 -2.5955
H: 3.3151 0.3326 1.1996
H: 5.7921 -0.4922 3.9345
H: -0.0895 -3.8884 -0.8542
H: -3.0264 0.4506 0.0035
H: 0.1151 4.0994 4.2438
H: 5.8309 -0.9981 2.2488
H: 0.4148 1.8345 3.2504
H: -4.6377 -2.1506 -0.0935

The maximum force is 1.47 eV/Å. As for the energy above the lowest of the compared OMol25 structures with the same formula, charge and spin: 6.1 kcal/mol. Its total charge is +2. As for the total energy: -9673.36972 Ha. The spin multiplicity is 1.

Among the records above, which one has the highest total energy?
C27H24NO9S2

Which value of total energy does entry 4 give?
-9673.36972 Ha